1.
60
Properties=species:S:1:pos:R:3:forces:R:3 method="wB97M-V/def2-TZVPD" total_charge=-1 orbital_gap_ev=4.680 homo_ev=-3.54 multiplicity=1 molar_mass_g_mol=632.44
Na 9.211 10.802 8.862 0.25 -0.13 -0.92
O 4.805 11.533 10.437 -0.69 0.32 0.20
C 6.063 11.559 10.017 1.03 -2.42 -4.08
O 6.449 11.194 8.884 -1.34 1.38 3.61
C 6.945 11.991 11.093 1.30 1.71 1.69
C 6.418 12.682 12.229 -1.64 -0.66 -0.65
C 7.283 13.171 13.173 1.17 0.43 0.35
C 8.673 13.108 12.905 -1.22 -0.09 0.58
C 9.085 12.501 11.754 0.21 -0.74 -0.86
N 8.252 11.890 10.882 -0.05 0.64 0.41
C 10.537 12.501 11.305 0.60 1.33 -0.42
O 11.356 13.517 11.848 -1.40 -1.19 -0.19
O 10.932 11.811 10.423 0.16 -0.09 0.60
H 4.207 11.305 9.720 0.03 -0.26 -0.45
H 5.287 12.767 12.295 1.79 -0.07 0.15
H 6.987 13.656 14.112 -0.24 -0.27 -0.57
H 9.397 13.473 13.621 -0.10 0.13 0.04
H 10.773 14.121 12.337 0.37 -0.12 -0.14
O 9.396 8.655 9.294 -0.34 0.21 0.22
C 8.367 7.991 9.614 -0.16 0.17 -1.86
C 8.141 7.614 10.965 0.23 0.22 -0.60
C 7.193 6.713 11.277 -2.64 -1.20 -0.50
C 6.267 6.248 10.247 0.98 -0.33 0.55
C 6.423 6.614 8.903 1.00 0.44 1.72
C 7.396 7.534 8.575 1.40 1.44 0.94
C 7.389 8.104 7.220 1.27 1.12 -0.39
N 7.868 9.295 6.719 -1.67 -2.13 1.62
C 7.463 9.292 5.418 1.18 -0.54 -0.48
C 6.927 8.083 5.043 -0.30 1.09 0.25
N 6.803 7.379 6.228 0.23 -0.77 -0.87
H 8.775 8.056 11.702 0.53 0.05 0.34
H 7.100 6.374 12.335 -0.22 0.20 -0.96
H 5.488 5.548 10.474 -0.16 -0.38 0.36
H 5.918 6.189 8.065 -1.15 -0.34 0.16
H 7.806 10.106 4.793 -0.34 -0.05 -0.15
H 6.598 7.761 4.071 -0.15 -0.26 0.14
H 6.609 6.373 6.289 0.16 1.04 -0.05
I 14.805 10.795 4.974 0.39 -0.11 -0.27
C 13.121 11.301 6.008 -0.75 -0.17 1.08
C 12.518 12.546 6.107 -0.78 0.80 0.70
N 11.480 12.475 6.975 -0.33 -0.65 -0.52
N 11.314 11.186 7.417 2.82 -0.02 -0.99
C 12.384 10.483 6.886 -1.18 0.18 0.41
H 12.756 13.525 5.670 0.05 -0.68 0.06
H 9.853 12.874 7.399 0.52 0.32 -0.54
H 12.610 9.443 7.173 -0.43 0.65 -0.30
C 6.280 13.795 6.898 -2.25 -1.02 -0.65
Si 7.971 14.289 7.175 2.75 -0.39 -0.09
C 7.846 15.499 8.634 1.00 -0.29 0.05
C 8.521 15.142 5.585 1.74 -0.82 -1.02
O 8.870 12.902 7.488 -1.26 1.24 0.42
H 5.743 14.636 6.445 -0.01 0.03 -0.03
H 5.722 13.537 7.799 0.10 -0.01 0.15
H 6.149 12.926 6.221 0.29 0.43 0.30
H 6.850 15.911 8.473 -0.16 0.13 0.48
H 8.583 16.367 8.753 -0.87 -1.57 -0.01
H 7.854 14.721 9.460 -0.07 1.36 -0.30
H 7.689 15.741 5.166 0.71 0.06 0.17
H 8.773 14.323 4.823 -0.65 0.87 0.94
H 9.542 15.668 5.634 -1.74 -0.24 0.13



2.
55
Properties=species:S:1:pos:R:3:forces:R:3 method="wB97M-V/def2-TZVPD" orbital_gap_ev=5.659 homo_ev=-6.74 multiplicity=1 molar_mass_g_mol=573.47
In -0.383 -0.853 1.305 -0.43 -0.20 0.46
S -1.798 -4.675 3.303 -0.04 -0.08 -0.06
C -1.135 -3.346 2.598 -0.24 -0.91 0.39
S -1.093 -3.211 0.856 0.20 0.75 -0.31
S -0.448 -2.088 3.560 0.30 0.64 -0.15
O 6.683 -1.283 -0.457 -0.02 0.13 -0.26
C 6.149 -1.861 0.708 0.18 -0.23 0.32
C 4.681 -1.574 0.826 -0.13 -0.09 0.21
C 3.981 -2.025 1.945 0.16 0.21 -0.45
C 2.633 -1.750 2.043 0.20 -0.22 0.47
N 1.975 -1.083 1.106 -0.44 0.41 -0.29
C 2.616 -0.665 0.008 0.74 -0.36 0.62
C 3.984 -0.890 -0.156 -0.30 0.07 0.00
C 1.795 -0.015 -1.016 -0.41 0.49 -0.73
C 2.336 0.724 -2.069 0.00 -0.20 0.28
C 1.506 1.211 -3.064 -0.35 -0.09 0.10
C 2.059 1.970 -4.241 -0.18 -0.04 -0.26
O 3.311 2.552 -4.004 0.34 0.16 0.17
C 0.141 0.953 -2.962 0.39 0.00 0.03
C -0.318 0.269 -1.856 -0.43 0.07 -0.25
N 0.473 -0.197 -0.907 0.43 -0.10 0.37
H 7.623 -1.484 -0.512 -0.11 0.00 0.03
H 6.655 -1.469 1.603 -0.11 -0.09 -0.07
H 6.280 -2.954 0.705 0.00 0.13 0.02
H 4.486 -2.582 2.717 0.00 -0.07 0.18
H 2.041 -2.066 2.898 0.03 -0.02 -0.09
H 4.512 -0.566 -1.038 -0.04 0.03 -0.08
H 3.393 0.933 -2.117 0.10 -0.06 -0.01
H 1.327 2.718 -4.575 0.03 -0.14 0.01
H 2.215 1.264 -5.064 -0.11 0.10 0.05
H 3.213 3.270 -3.368 0.01 -0.01 -0.06
H -0.544 1.292 -3.723 -0.15 0.06 -0.04
H -1.372 0.075 -1.715 -0.04 0.06 -0.05
C -5.099 -0.816 -1.270 -0.05 -0.02 0.06
N -4.499 0.235 -0.480 -0.02 0.06 -0.08
C -3.959 1.285 -1.315 -0.11 0.06 0.07
C -3.511 -0.279 0.439 0.00 -0.12 0.09
C -3.077 0.737 1.461 -0.02 0.19 0.03
C -4.023 1.569 2.051 -0.06 -0.11 -0.08
C -3.654 2.467 3.035 -0.07 0.03 0.04
C -2.334 2.530 3.447 0.20 0.09 0.18
C -1.388 1.697 2.874 0.04 0.21 0.11
C -1.754 0.820 1.868 0.99 -0.99 -0.63
H -5.852 -0.385 -1.928 -0.04 -0.01 -0.09
H -5.590 -1.529 -0.612 -0.02 -0.09 0.01
H -4.363 -1.362 -1.883 0.01 0.01 -0.04
H -4.777 1.805 -1.814 0.06 0.05 -0.07
H -3.271 0.902 -2.092 -0.05 0.00 0.02
H -3.418 1.993 -0.687 -0.01 0.08 -0.12
H -2.607 -0.655 -0.093 -0.32 -0.05 0.07
H -3.949 -1.132 0.973 0.12 -0.05 -0.18
H -5.051 1.484 1.728 -0.13 0.06 -0.01
H -4.395 3.101 3.501 -0.05 0.03 -0.01
H -2.042 3.212 4.232 0.01 0.09 0.06
H -0.362 1.727 3.227 -0.04 0.05 0.03



3.
63
Properties=species:S:1:pos:R:3:forces:R:3 method="wB97M-V/def2-TZVPD" total_charge=+2 orbital_gap_ev="2.412 / 2.880" homo_ev="-11.88 / -11.92" multiplicity=1 molar_mass_g_mol=775.09
Tl -0.399 0.244 -0.836 0.67 -0.62 0.07
C 1.617 4.365 2.016 1.05 0.41 -0.23
N 0.307 3.831 2.260 -0.84 -0.36 0.73
C -0.360 3.827 3.448 0.45 0.17 -0.26
C -1.597 3.314 3.229 -0.22 -0.23 -0.51
N -1.682 2.995 1.896 0.69 0.42 1.15
C -0.498 3.326 1.303 -0.01 -0.01 -1.17
S -0.131 3.314 -0.339 -0.11 0.08 0.10
C -2.828 2.457 1.280 -1.33 -0.43 -0.65
C -4.084 2.903 1.677 0.33 0.01 -0.04
C -5.194 2.369 1.047 0.09 -0.17 -0.14
C -5.011 1.414 0.057 -0.05 0.12 0.17
C -3.718 1.040 -0.260 -0.05 0.09 -0.02
N -2.645 1.545 0.337 0.14 0.28 0.53
H 2.199 4.347 2.934 -0.09 -0.08 -0.01
H 1.543 5.396 1.664 -0.05 -0.08 0.03
H 2.111 3.768 1.249 -0.02 -0.01 0.12
H 0.084 4.184 4.355 0.10 0.10 0.18
H -2.405 3.157 3.914 -0.13 -0.11 0.12
H -4.180 3.663 2.433 -0.09 0.16 0.08
H -6.184 2.705 1.309 -0.10 0.03 0.07
H -5.850 0.973 -0.455 -0.08 -0.02 -0.09
H -3.517 0.319 -1.040 -0.05 -0.15 -0.11
C -3.583 -3.746 1.666 -0.03 -0.03 0.02
C -2.760 -2.699 2.299 0.22 0.00 -0.59
N -2.945 -2.208 3.483 -0.23 0.12 0.80
N -2.046 -1.228 3.641 -0.04 -0.37 -0.81
C -1.283 -1.069 2.537 0.22 0.43 0.03
S -0.115 0.085 2.239 0.18 -0.23 -0.08
N -1.723 -2.038 1.672 -0.08 -0.14 0.26
N -1.229 -2.227 0.400 -0.78 0.53 0.25
H -4.212 -4.182 2.436 -0.05 -0.08 -0.05
H -2.969 -4.522 1.212 0.03 -0.06 0.01
H -4.221 -3.303 0.899 -0.05 -0.06 -0.04
H -1.994 -0.709 4.506 0.09 -0.07 -0.07
H -0.274 -2.660 0.367 0.78 -0.47 0.03
H -1.862 -2.820 -0.127 -0.12 -0.02 0.11
N 3.312 1.167 -6.298 0.06 0.13 -0.67
C 3.162 0.851 -5.000 -0.12 -0.18 0.79
C 3.902 -0.203 -4.417 -0.30 0.27 -0.04
C 3.748 -0.508 -3.083 0.10 0.10 0.06
C 2.875 0.236 -2.299 -0.10 0.14 0.87
C 2.128 1.269 -2.856 0.31 -0.08 0.09
C 2.264 1.578 -4.189 0.15 -0.25 -0.22
S 2.742 -0.137 -0.557 0.13 -1.87 -1.30
O 1.994 0.948 0.055 -0.76 0.76 0.14
O 4.001 -0.479 0.006 0.27 0.35 0.15
N 1.688 -1.415 -0.535 -0.66 3.20 0.35
C 2.080 -2.655 -0.445 1.05 -3.06 -0.12
N 3.328 -3.061 -0.750 0.31 1.52 -0.35
C 3.664 -4.315 -0.700 -0.17 -0.80 -0.01
C 2.760 -5.326 -0.384 -0.32 0.38 0.13
C 1.496 -4.864 -0.055 0.55 -0.94 0.03
N 1.173 -3.592 -0.064 -1.10 1.52 0.18
H 3.955 0.663 -6.888 -0.13 0.15 0.09
H 2.817 1.951 -6.690 0.14 -0.16 -0.04
H 4.604 -0.752 -5.025 0.06 -0.09 -0.04
H 4.321 -1.293 -2.615 0.10 -0.13 -0.01
H 1.497 1.875 -2.221 -0.03 0.13 0.02
H 1.696 2.389 -4.619 -0.04 0.11 -0.07
H 4.696 -4.539 -0.943 0.09 -0.07 -0.01
H 3.022 -6.367 -0.389 0.00 -0.16 0.06
H 0.712 -5.546 0.251 -0.03 -0.12 -0.04



4.
51
Properties=species:S:1:pos:R:3:forces:R:3 method="wB97M-V/def2-TZVPD" orbital_gap_ev=6.711 homo_ev=-7.24 multiplicity=1 molar_mass_g_mol=364.44
C 4.006 0.479 0.519 3.91 -3.53 3.82
C 3.364 1.558 1.252 0.79 2.34 4.09
O 1.906 1.338 1.311 6.46 -0.87 5.08
C 1.240 1.749 0.335 -0.62 1.21 -4.40
C 1.903 2.423 -0.851 -15.75 -5.20 4.78
C 0.923 2.784 -1.708 -0.35 0.14 -0.75
C -0.462 2.598 -1.537 -0.04 0.02 -6.25
C -0.905 1.752 -0.636 -2.52 -0.14 4.51
C -0.089 1.357 0.458 -0.32 2.03 -3.62
O -0.804 0.877 1.454 -1.09 -2.34 3.37
C -0.288 0.179 2.696 6.02 7.27 -2.82
C -1.198 -0.445 3.545 -4.68 2.41 -1.83
H -0.607 -0.592 4.350 1.01 -1.74 3.10
H -1.835 -1.112 2.998 0.10 -1.42 0.45
H -1.885 0.418 3.735 0.05 -0.82 0.68
H 0.310 1.219 3.307 -1.96 -2.93 -1.22
H 0.639 -0.248 2.384 0.16 -1.32 -0.16
H -2.023 1.688 -0.394 1.45 -0.47 -0.82
C -1.490 2.657 -2.998 4.63 5.07 7.76
H -1.225 3.653 -3.297 0.14 -0.06 -1.55
H -2.354 2.753 -2.526 -4.29 0.68 2.12
C -1.455 1.498 -3.686 5.90 -2.21 -7.23
N -1.401 0.220 -3.144 2.98 0.38 3.73
C -2.480 -0.259 -2.431 2.64 0.31 -6.13
O -3.498 -0.300 -3.032 -5.03 0.67 0.20
C -2.026 -1.221 -1.567 3.99 -1.53 6.47
N -0.581 -1.176 -1.214 -5.54 -4.92 1.62
C -0.418 -2.188 -0.222 6.26 5.96 -1.19
C 1.056 -2.087 0.275 -2.47 3.50 -7.20
C 1.458 -2.790 1.231 1.99 -4.95 4.78
C 0.522 -3.670 1.970 8.39 0.44 2.23
C -0.660 -3.584 1.682 -13.75 -0.30 1.28
C -1.296 -2.783 0.628 7.62 -1.73 1.30
C -2.501 -2.609 0.307 -8.89 -2.49 0.43
C -2.923 -1.876 -0.738 -4.23 0.49 -3.27
H -4.184 -1.903 -1.088 4.26 0.35 1.17
H -3.256 -3.293 0.762 0.29 0.98 0.22
H -1.648 -3.943 2.515 3.24 0.44 -2.54
H 0.902 -4.171 2.879 -0.30 0.15 -0.75
H 2.451 -3.021 1.598 0.48 1.06 -0.41
H 1.670 -1.416 -0.447 -0.87 -1.22 1.66
H -0.548 0.050 -2.470 -1.50 0.96 -2.21
H -0.409 1.625 -4.405 -2.38 -0.78 1.63
H -2.144 1.643 -4.440 -2.04 -0.73 -1.81
H 1.338 3.074 -2.621 -0.09 1.25 -1.74
H 2.736 2.697 -0.956 12.18 3.25 -1.18
H 3.770 1.512 2.376 -1.33 0.07 -2.19
H 3.718 2.677 0.960 -1.34 -2.61 0.19
H 5.147 0.428 0.437 -1.39 0.89 0.52
H 3.720 0.402 -0.393 -2.04 0.07 -6.37
H 3.812 -0.620 0.836 -0.18 1.92 0.49



> What is the multiplicity in the fourth record?

1